{"formula": "C15H13BF2N3Y", "method": "ωB97M-V/def2-TZVPD", "total_energy_ha": -1006.71075, "homo_energy_ev": -5.519, "charge": 0, "de_lowest_kj_mol": 0.0, "elements": ["Y", "N", "C", "C", "C", "C", "C", "C", "C", "C", "N", "C", "H", "H", "H", "H", "H", "H", "H", "H", "F", "B", "F", "N", "C", "C", "C", "C", "C", "C", "H", "H", "H", "H", "H"], "xyz": [[-0.455831, -0.745089, 0.261214], [2.345169, 0.908111, 0.273114], [0.224069, 2.419411, 0.728214], [0.741369, 3.675411, 0.437314], [-0.069631, 4.783311, 0.202014], [-1.433931, 4.646111, 0.240714], [-2.018031, 3.392111, 0.494214], [-3.417831, 3.218911, 0.504614], [-3.943831, 1.969211, 0.736714], [-3.070031, 0.912611, 0.965014], [-1.740331, 1.029311, 0.960014], [-1.190331, 2.262311, 0.739614], [2.822869, 0.032111, 0.434414], [2.674569, 1.405711, -0.538086], [1.813469, 3.787111, 0.405214], [0.382669, 5.741811, -0.006986], [-2.086131, 5.486311, 0.060814], [-4.052831, 4.070911, 0.314514], [-5.008231, 1.791811, 0.740214], [-3.459531, -0.077889, 1.189514], [0.132669, 0.146811, -1.356286], [1.182269, 1.206311, 0.952714], [0.857269, 0.246611, 1.941914], [-0.074731, -2.641689, 0.440214], [0.728169, -3.462389, -0.202686], [1.744169, -3.003189, -1.096786], [2.558369, -3.892889, -1.753286], [2.418169, -5.264089, -1.567886], [1.436369, -5.739189, -0.707286], [0.616869, -4.869489, -0.033686], [1.832669, -1.928689, -1.270286], [3.310669, -3.526089, -2.438986], [3.057369, -5.954389, -2.094986], [1.305569, -6.804289, -0.576286], [-0.163531, -5.222989, 0.621214]], "forces_ev_per_a": [[-0.4494, -1.7977, 0.6808], [0.0981, 0.0458, 0.1615], [0.1051, 0.2248, -0.1642], [0.0471, -1.1200, 0.2713], [-0.6634, 0.3254, -0.0434], [0.4881, 0.1547, -0.0782], [-0.0322, -0.3638, 0.1360], [0.0097, -0.6003, 0.0359], [-0.1396, 0.7343, -0.1656], [0.9866, -0.1764, 0.2017], [-1.9948, 1.1721, 0.8213], [-0.2022, 0.4451, -0.0343], [0.1260, 0.0990, 0.0752], [-0.2015, -0.0762, -0.0394], [0.1777, 0.0899, 0.0059], [-0.0208, 0.0519, -0.0108], [-0.0447, 0.1548, -0.0222], [-0.1068, 0.0724, -0.0031], [-0.0494, 0.0207, 0.0261], [0.0061, 0.0523, -0.0806], [0.5290, 1.0948, -2.2582], [0.9240, 0.3109, 0.8809], [0.0740, 0.7606, -0.5287], [-0.9613, 0.4273, 1.0524], [0.9306, -1.6029, -0.6387], [-0.3964, -0.0665, 0.4239], [0.2061, -0.2705, -0.1932], [0.1643, -0.0812, -0.1404], [0.1336, -0.0851, -0.1534], [0.0341, 0.3770, -0.2041], [0.0649, -0.1422, -0.0359], [0.0945, 0.0426, -0.0611], [0.1105, -0.0709, -0.0839], [0.0404, -0.1421, 0.0250], [-0.0879, -0.0605, 0.1419]], "lowdin_charge": [1.3375, 0.2585, -0.0354, -0.0128, -0.0480, -0.0098, -0.1375, 0.0189, -0.0345, -0.0983, -0.0239, -0.1653, 0.1121, 0.1124, 0.1164, 0.1128, 0.1180, 0.1225, 0.1121, 0.1222, -0.4700, -0.6292, 0.0631, -0.2660, -0.5072, -0.0877, -0.1402, -0.1474, -0.1333, -0.0747, 0.0705, 0.0889, 0.0790, 0.0895, 0.0866]}